Run P
Below is an isolated ion of composition C3H10N2 and charge +1, with properties calculated with ωB97M-V/def2-TZVPD.

<S²>: 0.76
LUMO (alpha / beta): -3.272 / -8.421 eV
Frontier orbital gap (alpha / beta): 10.8 / 5.0 eV
M: 74.127 u
2S+1: 2
Charge: +1

Element x y z (Å)
N -1.597 0.600 -0.971
C -0.639 -0.418 -1.348
C 0.284 -0.822 -0.203
C 0.499 0.451 0.715
N 1.440 0.170 1.710
H -2.364 0.660 -1.633
H -2.024 0.527 -0.054
H -1.145 -1.310 -1.714
H -0.008 -0.013 -2.139
H 1.237 -1.158 -0.618
H -0.129 -1.641 0.393
H 0.843 1.247 0.048
H -0.453 0.657 1.200
H 1.088 -0.123 2.609
H 2.268 0.761 1.788

***

Run Q
Below is an isolated ion of composition C3H10N2 and charge +1, with properties calculated with ωB97M-V/def2-TZVPD.

<S²>: 0.75
LUMO (alpha / beta): -3.599 / -9.038 eV
Frontier orbital gap (alpha / beta): 9.9 / 4.2 eV
M: 74.127 u
2S+1: 2
Charge: +1

Element x y z (Å)
C 0.068 1.104 -0.849
C 0.298 -0.181 0.022
C -1.031 -0.872 0.592
N -0.662 -1.308 1.906
N 1.197 1.359 -1.737
H -0.793 0.952 -1.504
H -0.270 1.911 -0.179
H 0.805 -0.858 -0.676
H 0.992 -0.005 0.854
H -1.079 -1.764 -0.051
H -1.914 -0.239 0.474
H -1.445 -1.764 2.380
H 0.237 -1.788 1.914
H 1.593 2.268 -1.495
H 1.979 0.764 -1.460

***

Of them, the most stable is run P and the least stable is run Q.

***

Run P
Below is a 34-piece molecular cluster, H68O34 overall, with properties calculated with ωB97M-V/def2-TZVPD.

LUMO: -1.165 eV
Frontier orbital gap: 7.7 eV
M: 612.510 u
Charge: 0

Element x y z (Å)
O -22.548 23.007 17.318
H -22.233 23.338 16.477
H -23.343 22.519 17.101
O -25.017 19.884 13.290
H -24.541 19.165 13.706
H -25.818 19.480 12.957
O -20.549 21.149 18.592
H -21.323 21.712 18.582
H -20.526 20.757 17.719
O -26.814 15.434 13.558
H -26.506 16.214 13.096
H -26.573 15.586 14.472
O -22.206 22.647 14.244
H -22.250 21.786 13.828
H -21.367 23.009 13.958
O -22.589 18.154 21.081
H -22.965 17.535 20.456
H -22.887 17.843 21.936
O -24.681 18.375 16.517
H -24.535 18.139 15.601
H -25.333 17.747 16.826
O -21.956 20.466 12.949
H -22.712 20.594 12.376
H -21.256 20.180 12.361
O -25.543 22.825 12.826
H -25.529 21.872 12.914
H -24.797 23.025 12.261
O -30.025 19.729 16.632
H -29.704 19.046 16.043
H -30.967 19.763 16.469
O -29.275 18.080 19.058
H -29.183 17.594 18.239
H -29.557 17.424 19.696
O -21.406 16.317 11.986
H -22.076 16.994 11.893
H -20.801 16.667 12.641
O -23.428 17.962 11.104
H -23.860 18.493 10.435
H -24.140 17.476 11.521
O -26.603 19.561 20.254
H -26.577 18.618 20.090
H -25.727 19.869 20.023
O -21.654 13.678 16.849
H -22.098 14.438 17.227
H -22.322 13.252 16.313
O -21.746 18.676 15.209
H -20.885 18.920 15.548
H -21.808 19.125 14.366
O -24.227 17.275 14.172
H -23.277 17.352 14.255
H -24.415 16.365 14.402
O -27.096 20.703 17.552
H -27.008 21.139 16.704
H -26.266 20.241 17.671
O -24.462 15.061 15.569
H -24.978 14.536 16.181
H -24.111 14.427 14.944
O -27.398 21.636 14.772
H -27.397 20.805 14.296
H -27.806 22.257 14.170
O -22.457 16.146 17.473
H -23.366 16.189 17.177
H -22.478 16.500 18.362
O -23.922 21.098 16.265
H -24.034 20.165 16.082
H -23.883 21.509 15.401
O -26.493 17.579 11.943
H -26.782 17.661 11.034
H -27.162 18.038 12.450
O -19.848 16.124 15.966
H -20.669 16.284 16.431
H -19.616 15.223 16.192
O -25.953 16.857 18.522
H -26.541 16.945 19.272
H -25.160 16.462 18.884
O -27.924 13.349 14.615
H -27.205 12.725 14.519
H -27.556 14.185 14.330
O -23.957 20.179 18.902
H -23.830 20.194 17.953
H -23.074 20.086 19.261
O -23.987 16.006 19.945
H -24.440 15.999 20.789
H -23.888 15.081 19.720
O -27.161 15.931 16.172
H -26.693 16.145 16.980
H -27.637 15.126 16.376
O -23.670 13.298 19.249
H -24.349 13.432 18.588
H -23.512 12.354 19.244
O -27.585 16.210 20.589
H -28.442 15.834 20.387
H -27.672 16.539 21.484
O -29.452 17.319 15.585
H -29.820 17.275 14.703
H -28.681 16.752 15.552
O -25.828 13.459 17.431
H -26.483 13.259 18.100
H -25.705 12.633 16.962
O -28.642 19.389 13.617
H -29.170 18.591 13.583
H -29.187 20.056 13.200

***

Run Q
Below is a 34-piece molecular cluster, H68O34 overall, with properties calculated with ωB97M-V/def2-TZVPD.

LUMO: -0.226 eV
Frontier orbital gap: 10.7 eV
M: 612.510 u
Charge: 0

Element x y z (Å)
O -2.125 -0.187 -2.495
H -1.489 -0.138 -1.785
H -2.838 0.411 -2.256
O 0.593 -2.689 -0.061
H 0.002 -3.118 0.577
H 0.751 -3.366 -0.759
O -1.149 -0.810 3.419
H -0.939 -1.475 4.105
H -0.684 0.021 3.612
O -1.002 -0.292 -4.925
H -1.220 0.458 -5.481
H -1.337 -0.039 -4.031
O -1.590 3.555 2.888
H -2.142 2.752 2.991
H -2.176 4.283 2.622
O -1.892 -4.190 3.761
H -2.791 -4.274 3.390
H -1.368 -4.800 3.227
O 1.559 -1.089 1.889
H 0.918 -1.409 2.545
H 1.575 -1.779 1.178
O 0.243 2.561 1.044
H -0.334 3.046 1.680
H 1.011 2.383 1.610
O 5.015 0.030 -3.203
H 4.061 -0.096 -3.064
H 5.362 0.053 -2.308
O 1.230 -1.135 4.968
H 1.862 -1.422 5.634
H 1.443 -0.216 4.737
O 2.164 -1.010 -2.542
H 1.935 -1.513 -3.359
H 1.790 -0.128 -2.714
O 3.973 -3.027 -1.677
H 4.903 -2.993 -1.912
H 3.547 -2.332 -2.186
O -1.049 5.217 -0.898
H -0.949 6.099 -1.266
H -0.160 4.800 -0.938
O -2.639 -1.537 1.119
H -2.506 -0.832 0.471
H -1.966 -1.335 1.764
O -3.161 1.532 3.342
H -3.734 1.447 2.558
H -2.785 0.642 3.470
O -4.739 1.665 1.107
H -4.450 2.464 0.612
H -5.693 1.744 1.170
O 1.065 3.683 -1.349
H 0.846 3.200 -0.545
H 1.957 3.998 -1.209
O -4.733 -3.429 2.166
H -4.152 -2.663 2.028
H -4.586 -3.978 1.397
O -2.232 -4.200 -0.017
H -2.377 -3.239 0.156
H -2.401 -4.416 -0.943
O 4.051 1.379 3.620
H 4.110 0.810 2.850
H 4.953 1.639 3.807
O -3.245 3.480 -0.173
H -2.686 4.246 -0.467
H -2.694 3.031 0.506
O 0.523 1.938 4.704
H 0.734 1.985 5.659
H -0.068 2.701 4.569
O -1.768 -2.872 -3.370
H -1.415 -2.591 -4.218
H -2.209 -2.060 -3.025
O 4.681 2.651 -1.024
H 4.738 2.207 -1.878
H 4.097 2.098 -0.458
O -1.595 3.044 -4.566
H -2.362 2.712 -4.076
H -1.932 3.828 -5.009
O -0.144 -6.036 1.544
H -0.767 -5.473 1.050
H 0.551 -6.182 0.898
O 1.114 -2.232 -5.127
H 0.451 -1.572 -5.338
H 1.928 -1.826 -5.418
O 3.095 0.940 0.986
H 2.450 0.251 1.267
H 3.895 0.462 0.761
O 4.453 -1.564 1.801
H 3.511 -1.373 2.035
H 4.450 -1.885 0.890
O 0.247 -4.504 -2.027
H -0.579 -4.106 -2.378
H 0.839 -4.626 -2.786
O 1.545 1.970 -3.729
H 0.747 1.825 -4.263
H 1.303 2.714 -3.151
O 2.497 3.467 2.994
H 3.066 3.501 2.220
H 2.782 2.635 3.429
O -4.138 2.137 -2.827
H -4.078 2.531 -1.945
H -5.054 1.898 -2.965
O -0.502 -0.032 -0.400
H 0.072 -0.797 -0.236
H -0.065 0.764 -0.050

***

Of them, the most stable is run Q and the least stable is run P.

***

Run P
Below is an isolated ion of composition C7H12 and charge +1, with properties calculated with ωB97M-V/def2-TZVPD.

<S²>: 0.78
LUMO (alpha / beta): -4.816 / -7.468 eV
Frontier orbital gap (alpha / beta): 9.2 / 7.6 eV
M: 96.173 u
2S+1: 2
Charge: +1

Element x y z (Å)
C 0.963 -1.394 2.549
C 0.435 -0.019 2.653
C 0.428 0.652 1.400
C 0.128 0.045 0.158
C -0.297 0.663 -1.087
C -0.592 0.061 -2.318
C -0.989 0.749 -3.616
H 0.246 -2.070 2.980
H 1.867 -1.647 3.037
H 1.188 -1.780 1.567
H -0.581 0.206 3.108
H 1.326 0.528 3.174
H 0.447 1.737 1.331
H -0.064 -1.096 0.219
H -0.775 1.733 -0.995
H -0.286 -1.009 -2.394
H -1.783 0.151 -3.924
H -1.437 1.700 -3.417
H -0.223 0.790 -4.425

***

Run Q
Below is an isolated ion of composition C7H12 and charge +1, with properties calculated with ωB97M-V/def2-TZVPD.

<S²>: 0.75
LUMO (alpha / beta): -5.370 / -7.594 eV
Frontier orbital gap (alpha / beta): 8.5 / 6.2 eV
M: 96.173 u
2S+1: 2
Charge: +1

Element x y z (Å)
C 1.089 -0.857 1.367
C -0.180 -0.012 1.363
C -0.221 1.000 2.218
C -1.307 -0.321 0.458
C -1.118 0.096 -1.000
C 0.085 0.690 -1.387
C 0.769 0.073 -2.591
H 0.900 -1.933 1.550
H 1.828 -0.583 2.094
H 1.597 -0.686 0.408
H 0.461 1.265 3.092
H -1.209 1.536 2.329
H -1.701 -1.355 0.410
H -2.247 0.161 0.819
H -1.967 -0.124 -1.659
H 0.463 1.345 -0.590
H 0.220 0.036 -3.601
H 1.611 0.706 -2.853
H 0.928 -1.036 -2.428

***

Of them, the most stable is run P and the least stable is run Q.

***

Run P
Below is a 2-piece molecular cluster, CHNO3S overall, with properties calculated with ωB97M-V/def2-TZVPD.

LUMO: -1.287 eV
Frontier orbital gap: 9.6 eV
M: 107.090 u
Charge: 0

Element x y z (Å)
C 2.186 -0.608 -0.072
N 1.086 -1.036 0.080
O 3.211 -0.103 -0.276
O -2.981 0.370 0.640
O -1.229 1.038 -0.691
S -2.458 1.412 -0.102
H 0.185 -1.073 0.422

***

Run Q
Below is a 2-piece molecular cluster, CHNO3S overall, with properties calculated with ωB97M-V/def2-TZVPD.

LUMO: 0.124 eV
Frontier orbital gap: 10.8 eV
SMILES: O=C=S.O=NO
M: 107.090 u
Charge: 0

Element x y z (Å)
O 1.507 1.255 -0.719
C 1.615 0.273 -0.199
S 1.885 -1.133 0.407
O -1.307 0.686 -0.862
N -1.980 0.233 0.034
O -1.335 -0.599 0.897
H -0.385 -0.715 0.442

***

Of them, the most stable is run P and the least stable is run Q.

***

Run P
Below is a 2-piece molecular cluster, C2HCl2NO overall, with properties calculated with ωB97M-V/def2-TZVPD.

LUMO (alpha / beta): -2.827 / -2.794 eV
Frontier orbital gap (alpha / beta): 6.9 / 6.9 eV
M: 125.942 u
Charge: 0

Element x y z (Å)
C -0.238 0.110 1.120
C -0.066 0.489 -0.221
N -0.344 -0.109 2.244
O 1.070 0.410 -0.875
Cl -0.834 -2.070 -0.800
Cl -1.257 1.437 -0.951
H 1.669 -0.267 -0.516

***

Run Q
Below is one molecule with the formula C2HCl2NO, with properties calculated with ωB97M-V/def2-TZVPD.

LUMO (alpha / beta): -1.187 / -1.189 eV
Frontier orbital gap (alpha / beta): 8.8 / 8.8 eV
SMILES: O=CN=C(Cl)Cl
M: 125.942 u
Charge: 0

Element x y z (Å)
O -1.141 -1.332 -0.041
C -0.184 -0.632 -0.211
N 1.054 -0.998 -0.680
C 2.045 -1.497 0.490
Cl 3.575 -1.808 -0.059
Cl 1.547 -1.799 2.037
H -0.246 0.477 -0.062

***

Of them, the most stable is run P and the least stable is run Q.